DFT (wB97M-V/def2-TZVPD) results for a structure of composition C12H29B3BrNO5 in a non-equilibrium geometry.

The calculation puts the energy above the lowest of the compared OMol25 structures with the same formula, charge and spin at 0.0 kcal per mole. As for the spin multiplicity: 1. For the LUMO energy, the calculation gives 0.4 eV. For the HOMO energy, the calculation gives -0.34882 Eh. The total charge is 0. The largest force on an atom is 0.020 Eh/bohr.

Cartesian coordinates (Å):
C 1.831100 -3.079849 5.551882
C 1.386792 -3.178870 4.078927
B -0.130871 -2.858785 3.918320
O -0.571034 -2.105373 2.824687
B -1.695678 -1.409087 3.180879
Br -1.703812 0.511827 3.152629
O -2.768097 -2.098380 3.682684
B -2.375810 -2.874012 4.760797
C -3.417453 -3.234868 5.883375
C -4.817920 -3.277216 5.351080
N -5.548252 -2.243364 5.313841
O -1.066211 -3.312972 4.837964
H 1.371491 -2.213717 6.020135
H 1.506863 -3.962101 6.095551
H 2.909559 -3.007621 5.633313
H 1.952209 -2.469995 3.478148
H 1.580545 -4.173159 3.676519
H -3.393745 -2.464607 6.653623
H -3.165379 -4.187499 6.342424
H -5.187059 -4.237966 4.985368
H -6.452487 -2.457891 4.906385
C -0.784750 -1.751538 -0.483040
C 0.683766 -1.367986 -0.456369
O 1.380939 -1.656345 -1.653852
C 0.903034 -1.013233 -2.820561
C 0.931403 0.503910 -2.753024
H -0.899649 -2.814267 -0.701414
H -1.235223 -1.543004 0.481083
H -1.344905 -1.194667 -1.235947
H 1.193187 -1.942783 0.316889
H 0.797732 -0.311210 -0.188360
H -0.105115 -1.367086 -3.067210
H 1.558416 -1.354757 -3.621608
H 0.278744 0.891152 -1.968937
H 0.600187 0.928724 -3.701070
H 1.941579 0.860737 -2.550964
C -0.226507 4.468662 -4.795970
C 0.989369 4.670986 -3.907110
O 2.120351 3.915905 -4.299163
C 2.620891 4.173561 -5.597585
C 3.063862 5.609415 -5.821570
H -0.504114 3.414381 -4.827065
H -1.070544 5.040045 -4.409079
H -0.046329 4.797252 -5.820236
H 0.754253 4.337590 -2.896340
H 1.242770 5.735001 -3.838017
H 1.890224 3.874646 -6.358069
H 3.476715 3.507800 -5.706559
H 2.235869 6.313860 -5.734928
H 3.486218 5.716311 -6.821026
H 3.822873 5.892444 -5.091431

Force components x, y, z for each atom (eV/Å):
-0.237 -0.314 -0.385
-0.128 0.272 0.322
0.413 -0.739 -0.526
0.122 0.520 0.875
-0.313 -0.097 -0.785
-0.066 -0.104 -0.209
0.327 0.551 0.575
-0.417 -0.630 0.144
-0.311 -0.237 -0.349
-0.307 0.242 0.020
0.247 -0.044 0.156
-0.031 0.642 0.003
0.117 0.131 0.181
-0.046 -0.040 0.175
0.152 0.055 0.064
0.052 -0.006 -0.189
0.135 -0.130 -0.041
0.187 0.160 0.060
0.136 -0.078 0.112
0.125 -0.159 -0.063
-0.131 -0.010 -0.061
-0.018 -0.033 -0.293
-0.028 0.062 0.124
0.098 -0.087 -0.002
-0.084 0.047 -0.096
0.027 0.015 0.123
0.004 -0.017 0.026
-0.036 0.017 0.088
0.019 0.045 0.026
0.032 -0.012 -0.012
-0.036 0.006 -0.022
-0.017 0.027 0.027
0.032 -0.033 0.019
-0.055 -0.005 -0.041
0.028 -0.003 -0.024
0.012 0.018 -0.033
0.055 -0.031 -0.076
-0.106 0.063 -0.012
0.040 -0.091 0.112
0.023 0.008 -0.104
-0.035 0.031 0.087
-0.016 -0.010 0.015
-0.010 -0.007 0.028
-0.016 0.055 0.014
0.079 -0.038 0.019
-0.013 0.006 -0.040
-0.022 0.040 0.003
0.000 -0.031 0.030
-0.016 -0.007 -0.055
0.017 -0.017 -0.008
0.015 -0.002 -0.002



DFT (wB97M-V/def2-TZVPD) results for a structure of composition C12H29BiCl2N2OP2S in a non-equilibrium geometry.

The calculation puts the energy above the lowest of the compared OMol25 structures with the same formula, charge and spin at 79.7 kcal per mole. As for the spin multiplicity: 1. For the LUMO energy (alpha / beta), the calculation gives -7.3 / -9.9 eV. For the HOMO energy (alpha / beta), the calculation gives -0.55434 / -0.51263 Eh. The total charge is +2. The largest force on an atom is 0.049 Eh/bohr.

Cartesian coordinates (Å):
C 1.540698 -0.144815 -4.828137
C 1.610273 -0.108733 -3.344296
H 2.547737 -0.176659 -5.283218
H 1.072782 0.790519 -5.195276
H 0.976362 -1.056761 -5.086848
O 2.501252 -0.191203 -2.565381
Cl -2.750142 1.177460 -4.318480
Bi -1.027902 0.108587 -2.913036
P -0.524804 2.372860 -1.368529
C 0.687201 2.935599 -0.124971
C -0.224322 3.568652 -2.716883
H -0.392146 4.561251 -2.275907
H -1.985456 4.147653 -0.720942
H -0.912436 3.408771 -3.560117
H -2.943903 2.724332 -1.268964
H 1.691430 2.857065 -0.560131
H 0.821539 3.488202 -3.052604
C -2.082137 3.054214 -0.677120
H 0.450832 3.988358 0.089155
H -2.198539 2.719431 0.363252
H 0.611550 2.332565 0.792883
P -0.240669 -2.435681 -1.014103
C 1.015104 -2.883204 0.243237
C -1.629898 -3.325909 -0.196456
H -0.427621 -3.675100 -3.108013
H -0.084627 -4.736379 -1.706056
H 1.229693 -3.746925 -2.416327
C 0.156982 -3.783929 -2.187165
H -2.522330 -3.260835 -0.820912
H -1.327970 -4.365646 -0.072220
H 0.811246 -3.911698 0.558197
H 0.977545 -2.207862 1.104671
H -1.853242 -2.872498 0.772471
H 1.993981 -2.832556 -0.240402
Cl -2.982979 -0.724299 -1.479136
S -1.088124 0.062381 1.018328
C -0.304259 0.102683 2.538691
N -0.006741 1.277149 3.130027
C 0.485026 1.410520 4.504727
C 1.294653 0.185955 4.871312
C 0.526231 -1.083555 4.559142
N 0.050264 -1.037822 3.175386
H -0.484381 2.083351 2.712240
H -0.355104 1.555330 5.192859
H 1.094963 2.311292 4.539576
H 1.527971 0.211388 5.940100
H 2.237862 0.180329 4.316015
H -0.333523 -1.204715 5.228450
H 1.153892 -1.970789 4.665922
H -0.383813 -1.878325 2.784988

Force components x, y, z for each atom (eV/Å):
0.773 0.131 -0.677
1.758 0.320 0.978
-0.330 -0.204 0.277
-0.190 -0.647 0.146
0.023 0.501 -0.232
-1.197 0.013 -0.912
0.565 0.269 0.087
-1.811 -0.476 1.071
-0.872 1.315 -0.219
0.339 -0.651 -0.038
0.277 -0.141 -0.064
0.125 -0.174 -0.336
-0.104 -0.297 0.071
0.197 0.103 0.271
0.111 0.129 0.159
-0.145 0.055 0.321
-0.357 0.107 -0.012
0.000 -0.543 -0.010
0.059 -0.289 -0.134
-0.088 0.134 -0.372
0.191 0.287 -0.466
-0.144 -1.593 1.568
0.328 0.471 -0.191
-0.507 0.725 -0.191
0.160 -0.228 0.101
0.083 0.180 -0.133
-0.273 -0.084 -0.141
0.328 0.529 -0.858
0.039 -0.177 0.196
-0.021 0.078 0.061
0.148 0.145 -0.039
0.195 -0.199 -0.257
-0.072 -0.056 -0.136
0.069 0.019 0.358
0.414 0.633 -0.406
-0.360 -0.491 -0.534
1.316 -0.184 2.112
-1.116 -0.151 -0.898
-0.060 0.084 0.186
0.288 -0.135 0.121
0.024 -0.120 0.208
-1.158 0.474 -1.158
0.552 -0.423 0.249
0.020 -0.061 -0.142
0.026 -0.011 0.018
0.021 0.007 -0.214
-0.066 0.044 0.106
0.064 0.040 -0.104
-0.030 0.141 -0.012
0.409 0.401 0.225



DFT (wB97M-V/def2-TZVPD) results for a structure of composition C12H29Cl2GdOP in a non-equilibrium geometry.

The calculation puts the energy above the lowest of the compared OMol25 structures with the same formula, charge and spin at 28.0 kcal per mole. As for the spin multiplicity: 8. For the LUMO energy (alpha / beta), the calculation gives 2.7 / 2.7 eV. For the HOMO energy (alpha / beta), the calculation gives -0.12016 / -0.03984 Eh. The total charge is -1. The largest force on an atom is 0.077 Eh/bohr.

Cartesian coordinates (Å):
Gd -0.172257 0.160977 -0.593473
Cl -2.393210 0.390575 -1.693552
Cl 2.069397 0.242676 -1.694857
H -0.319295 -1.643089 0.326824
H -0.941726 -0.934625 0.717332
P -3.260299 -1.101312 -4.849994
C -4.958506 -0.211417 -4.777476
C -2.748083 -0.795627 -6.659389
C -3.917728 -2.894651 -4.899181
C -4.703391 1.107264 -4.044427
H -5.538731 -0.871802 -4.136010
C -5.702723 0.010268 -6.099426
H -5.155123 0.712515 -6.746680
H -6.646657 0.478324 -5.796713
H -5.920412 -0.900186 -6.657226
H -4.175992 0.915679 -3.105876
H -5.673716 1.556541 -3.830737
H -4.089054 1.804950 -4.638664
H -4.649480 -2.873844 -4.093496
C -2.740718 -3.797757 -4.496505
C -4.627048 -3.339278 -6.181532
H -5.535599 -2.778596 -6.400988
H -4.901332 -4.381596 -5.979609
H -3.964978 -3.310475 -7.058091
H -2.251738 -3.431323 -3.582287
H -1.985499 -3.861305 -5.295633
H -3.142487 -4.792658 -4.314002
C -2.341612 0.688146 -6.818018
H -3.673410 -1.025195 -7.208814
C -1.597440 -1.733927 -7.076254
H -3.136092 1.414826 -6.651720
H -1.966898 0.801544 -7.836225
H -1.506216 0.930491 -6.114875
H -0.756745 -1.661090 -6.346308
H -1.236815 -1.370728 -8.041960
H -1.869857 -2.781937 -7.181164
C 2.914033 -0.188157 3.060120
C 1.729966 0.634438 2.644290
C 1.413638 1.659972 3.692860
O 1.122989 0.561539 1.536216
H 3.303764 0.203866 4.002574
H 3.784243 -0.093239 2.369948
H 2.716273 -1.254705 3.313535
H 1.501817 2.704931 3.309684
H 0.446977 1.504967 4.222813
H 2.152000 1.618081 4.499345

Force components x, y, z for each atom (eV/Å):
3.246 2.289 -0.180
-1.080 0.084 -0.212
0.666 0.106 -0.814
-1.992 1.206 1.099
0.566 -3.514 1.386
-0.633 -0.264 -0.696
1.538 -0.157 -0.512
-0.720 -0.266 1.084
0.889 1.366 -0.339
-0.278 -0.143 -0.019
-0.188 0.000 0.128
-0.028 0.403 0.567
-0.265 -0.241 0.162
-0.093 0.033 -0.444
0.020 0.131 0.047
-0.230 0.201 -0.268
-0.016 0.387 0.060
-0.284 -0.234 0.162
-0.043 -0.168 0.201
-0.346 -0.010 -0.166
0.386 -0.583 0.468
0.126 -0.064 0.105
-0.176 -0.044 -0.483
-0.210 -0.044 0.230
-0.166 -0.112 -0.301
-0.242 -0.001 0.302
0.218 -0.331 0.068
0.770 -0.624 0.281
0.490 0.189 -0.380
0.281 0.863 0.375
-0.060 -0.199 0.029
0.057 0.291 -0.083
-0.600 -0.170 -0.496
-0.522 -0.062 -0.479
0.202 -0.197 -0.064
-0.140 0.067 0.055
0.802 -0.544 -0.066
0.882 0.255 1.879
-0.221 0.794 0.276
-1.460 -0.342 -1.590
-0.037 0.003 -0.070
-0.536 -0.487 -0.044
0.061 0.236 -0.656
-0.568 -0.400 0.059
0.021 0.310 -0.546
-0.086 -0.013 -0.114



DFT (wB97M-V/def2-TZVPD) results for a structure of composition C12H29Cl2IrN2P in a non-equilibrium geometry.

As for the spin multiplicity: 5. For the LUMO energy (alpha / beta), the calculation gives 2.8 / 1.9 eV. For the HOMO energy (alpha / beta), the calculation gives -0.00473 / -0.18109 Eh. The total charge is -1. The largest force on an atom is 0.117 Eh/bohr.

Cartesian coordinates (Å):
Ir 0.005268 0.028434 -0.224266
Cl 0.307002 0.281499 -2.486725
Cl -1.794657 -1.405148 -0.382525
H -0.205197 1.633658 -0.211124
H 1.585029 0.306111 -0.058752
P 0.066596 0.045802 -5.717432
C 1.753260 -0.519907 -6.326298
C -1.085624 -0.818469 -6.926329
C 0.083144 1.805349 -6.381725
C 2.320922 -1.587366 -5.378735
H 2.354855 0.401415 -6.225400
C 1.799792 -0.995267 -7.774674
H 1.204517 -1.900896 -7.923192
H 2.838592 -1.233327 -8.032635
H 1.444159 -0.245063 -8.485636
H 2.224467 -1.269585 -4.333507
H 3.387024 -1.742355 -5.598751
H 1.799078 -2.546599 -5.508049
H 1.095170 2.146700 -6.097758
C -0.946629 2.661278 -5.630576
C -0.064734 1.908938 -7.898562
H 0.827603 1.548527 -8.419799
H -0.215329 2.961374 -8.176630
H -0.924988 1.337128 -8.270664
H -0.816638 2.551437 -4.547859
H -1.972574 2.375793 -5.895074
H -0.797407 3.716923 -5.892262
C -1.103561 -2.318447 -6.619775
H -0.675296 -0.670302 -7.940526
C -2.493685 -0.223515 -6.856094
H -0.151968 -2.807536 -6.866683
H -1.888220 -2.792648 -7.227844
H -1.319251 -2.519301 -5.557039
H -2.850839 -0.128251 -5.818227
H -3.185712 -0.888723 -7.393067
H -2.558755 0.767035 -7.323296
C 1.128709 0.521063 4.851085
N -0.014672 0.017515 4.083220
C -1.168358 -0.490552 4.838389
C 0.005351 0.000297 2.783698
N 0.126715 0.002464 1.619660
H 0.876952 0.413138 5.903707
H 1.334520 1.573650 4.630215
H 2.040563 -0.043943 4.631654
H -2.080811 0.071973 4.617492
H -1.367089 -1.543298 4.612646
H -0.926794 -0.386702 5.896724

Force components x, y, z for each atom (eV/Å):
1.423 -0.365 -3.331
0.029 0.012 0.331
-0.947 -0.705 0.341
-0.691 1.635 0.133
0.259 -0.338 0.073
-0.291 -0.117 -0.397
-0.317 0.118 0.093
0.518 0.259 -0.046
0.087 -0.393 0.093
0.131 0.181 -0.047
-0.029 -0.361 -0.037
0.433 0.007 -0.149
0.186 0.126 0.007
-0.073 -0.054 -0.096
0.110 -0.187 0.122
-0.016 -0.145 -0.196
-0.174 -0.092 0.053
0.106 0.227 0.091
-0.363 0.053 -0.059
0.226 0.007 -0.050
0.003 0.389 -0.123
-0.185 0.165 0.081
0.032 -0.139 -0.083
0.271 0.296 0.050
-0.110 -0.003 -0.183
0.201 0.103 0.107
-0.142 -0.096 0.037
-0.177 -0.155 0.073
-0.361 -0.173 0.249
-0.216 -0.113 0.043
-0.271 0.123 0.155
0.152 -0.036 0.157
0.033 0.116 -0.335
0.138 -0.086 -0.262
0.028 0.168 0.115
0.012 -0.251 0.167
0.425 0.144 0.549
0.516 0.222 -1.135
-0.225 -0.080 0.144
-2.837 -1.067 5.216
1.878 0.478 -2.260
0.421 0.186 0.130
-0.188 -0.087 0.006
-0.173 -0.069 0.023
0.218 0.028 -0.054
0.163 0.169 -0.038
-0.211 -0.097 0.242